(1)
Formula: C23H27BMnN3O3S2
Source: OMol25
Level of theory: the ωB97M-V functional and the def2-TZVPD basis

Computed properties:
Calculated total energy in Ha: -3254.737602
HOMO level (spin up / spin down) in eV: -11.458 / -11.454

The geometry in ORCA input format:
```
! wB97M-V def2-TZVPD RIJCOSX def2/J DEFGRID3
* xyz 1 4
Mn -0.47052 -0.02063 0.62075
C 4.23976 2.15391 -0.30387
C 4.41425 0.77500 0.31153
N 3.72070 0.63532 1.60434
C 4.47701 1.01112 2.82007
C 4.09851 2.38344 3.35096
C 2.45882 0.25788 1.71410
S 1.65681 -0.10533 0.17049
N 1.96221 0.17983 2.94684
C 0.71608 -0.09515 3.25890
O -0.24923 -0.22429 2.40898
C 0.36931 -0.24326 4.67643
C -0.95654 -0.47329 5.04590
C -1.28363 -0.60585 6.38437
C -0.29504 -0.51019 7.35382
C 1.02696 -0.28028 6.98948
C 1.36044 -0.14602 5.65563
H 4.74977 2.19143 -1.26594
H 4.66571 2.92964 0.33112
H 3.18555 2.37926 -0.47183
H 5.46394 0.56098 0.50329
H 4.06501 -0.00399 -0.36375
H 5.52816 0.97736 2.54161
H 4.30220 0.24185 3.56891
H 4.27524 3.16330 2.61114
H 4.70501 2.61159 4.22749
H 3.05120 2.41116 3.64780
H -1.72880 -0.54600 4.29391
H -2.31071 -0.78329 6.67219
H -0.55653 -0.61534 8.39843
H 1.79464 -0.20688 7.74747
H 2.38348 0.03340 5.35808
C 1.32391 8.79363 -0.24166
C 1.29395 7.54370 -1.12017
C 0.29074 7.77565 -2.25872
C 2.69565 7.33342 -1.70932
C 0.88490 6.29473 -0.33847
C 0.56973 6.33236 1.02014
C 0.19070 5.20036 1.74531
C 0.14600 4.02403 1.04683
O -0.18753 2.73938 1.49697
B -0.05796 1.97518 0.37353
O 0.32529 2.64799 -0.74592
C 0.45319 3.96643 -0.29965
C 0.82154 5.07013 -1.02010
H 1.62388 9.64992 -0.84646
H 2.04223 8.70066 0.57513
H 0.34279 9.01802 0.18056
H 0.56961 8.66511 -2.82598
H -0.71702 7.92355 -1.86697
H 0.26267 6.93587 -2.95436
H 3.00100 8.21754 -2.27119
H 2.72713 6.48257 -2.39150
H 3.42939 7.16293 -0.91903
H 0.61327 7.27336 1.54776
H -0.05490 5.25358 2.79657
H 1.04854 4.98799 -2.07401
S -2.36177 0.32056 -3.49066
C -1.86783 0.22122 -2.01774
N -1.48674 0.13834 -0.87850
*
```



(2)
Formula: C23H27BrCl40O2P
Source: OMol25
Level of theory: the ωB97M-V functional and the def2-TZVPD basis

Computed properties:
Calculated total energy in Ha: -22365.544057
HOMO level in eV: -5.155

The geometry in ORCA input format:
```
! wB97M-V def2-TZVPD RIJCOSX def2/J DEFGRID3
* xyz -1 1
C -3.49265 -0.61431 -3.89543
C -2.30863 -1.34247 -3.57908
P -0.58192 -2.21763 -3.41160
O -1.40172 -3.69946 -3.93655
C -0.19189 -1.69505 -5.23065
C 1.40866 -1.61649 -5.57426
C 2.32997 -0.87023 -4.44257
C 1.91100 0.68987 -4.12916
C 2.09628 0.91964 -2.51545
C 1.96136 2.52171 -2.05491
C 1.51824 2.45821 -0.44753
O 1.85637 3.67860 0.30178
C 1.40627 3.36616 1.69777
C -1.03366 -2.53013 -1.55915
Br -1.60285 -0.72901 -0.78846
C 0.18203 -3.18539 -0.67657
C 0.83654 -2.15475 0.44639
H -4.23346 0.30140 -4.06528
H 0.68471 -2.89489 -3.30565
H -0.05471 -0.94223 -2.99712
H -2.33696 -3.46918 -4.26296
H -0.68162 -2.53942 -5.91682
H -0.78695 -0.70259 -5.45696
H 1.80988 -2.73251 -5.70289
H 1.57782 -1.08117 -6.62055
H 2.31138 -1.44793 -3.41639
H 3.47881 -0.83914 -4.76496
H 2.71939 1.38803 -4.66022
H 0.84516 0.99104 -4.54658
H 1.27533 0.35658 -1.85653
H 3.13564 0.47217 -2.13793
H 2.99420 3.05417 -2.22462
H 1.13133 3.08150 -2.66834
H 0.36473 2.26100 -0.41839
H 2.15921 1.56690 0.01160
H 0.43879 3.99199 2.00153
H 2.27831 3.49186 2.48965
H 1.07307 2.22434 1.78410
H -2.01195 -3.20227 -1.47698
H 1.05356 -3.65856 -1.29775
H -0.29052 -4.08208 -0.04611
H 0.07265 -1.94706 1.32816
H 1.75295 -2.72755 0.94861
H 1.25441 -1.15855 -0.01725
C 2.26585 -1.41439 4.21920
Cl 0.98788 -1.05835 5.40855
Cl 3.85442 -1.37689 5.02508
Cl 1.99274 -3.03025 3.51975
Cl 2.22830 -0.19216 2.92323
C -4.25758 1.11012 1.48352
Cl -2.88805 1.95430 0.71785
Cl -3.65019 0.03890 2.77114
Cl -5.37581 2.30695 2.18494
Cl -5.11651 0.14042 0.26012
C -0.72356 2.59206 7.03720
Cl 0.64598 3.43624 6.27153
Cl -0.11617 1.52084 8.32482
Cl -1.84178 3.78889 7.73862
Cl -1.58249 1.62236 5.81380
C 5.42301 -4.05470 7.47932
Cl 4.48273 -3.38803 8.83798
Cl 6.27427 -2.73300 6.64095
Cl 6.61214 -5.22799 8.09915
Cl 4.32293 -4.87002 6.33920
C -0.99782 5.37427 -1.39597
Cl -1.93810 6.04093 -0.03731
Cl -0.14656 6.69596 -2.23434
Cl 0.19131 4.20098 -0.77614
Cl -2.09790 4.55894 -2.53610
C 0.96682 6.65858 8.92502
Cl -0.44522 7.20517 7.98592
Cl 1.07884 7.60167 10.43248
Cl 0.78582 4.93008 9.31792
Cl 2.44795 6.89718 7.96370
C 0.46755 1.25059 -9.11018
Cl 1.99334 0.33192 -9.05990
Cl -0.35816 1.11732 -7.53702
Cl 0.81677 2.96360 -9.45437
Cl -0.58177 0.58968 -10.38960
C 4.94351 -2.12177 0.55585
Cl 3.78070 -2.90719 -0.54211
Cl 6.52698 -1.99151 -0.25041
Cl 4.35580 -0.49329 0.97710
Cl 5.11046 -3.09499 2.03901
C -6.82469 -2.23425 2.91269
Cl -8.34742 -2.46155 2.01594
Cl -5.46890 -2.88107 1.95464
Cl -6.56512 -0.49698 3.21159
Cl -6.91733 -3.09726 4.46879
C -6.64466 -3.70750 -2.28821
Cl -5.27512 -2.86332 -3.05388
Cl -6.03727 -4.77873 -1.00060
Cl -7.76288 -2.51067 -1.58680
Cl -7.50359 -4.67720 -3.51162
*
```



(3)
Formula: C23H27BrF7N2O15S
Source: OMol25
Level of theory: the ωB97M-V functional and the def2-TZVPD basis

Computed properties:
Calculated total energy in Ha: -5801.667492
HOMO level in eV: -12.653

The geometry in ORCA input format:
```
! wB97M-V def2-TZVPD RIJCOSX def2/J DEFGRID3
* xyz 1 1
C 1.06727 3.89172 1.06129
C 0.73030 2.47943 0.44004
O 0.00510 1.76916 1.44735
C -0.27169 0.39554 1.14412
C -0.01754 -0.01086 -0.33427
C 1.17842 -0.75517 -0.62499
S 2.45413 -1.30392 0.53547
O 1.88256 -2.21989 1.48839
O 3.47183 -1.96890 -0.27337
C 3.32909 0.06593 1.43478
F 4.34373 -0.52427 2.07530
F 2.59337 0.67509 2.36195
F 3.84376 0.95714 0.57379
C 1.32923 -1.03138 -2.01806
C 0.29910 -0.53930 -2.88113
N -0.81321 0.11112 -2.58218
N -0.88186 0.32824 -1.28201
C -2.12047 1.05714 -0.87338
C -3.21323 0.07127 -0.29950
C -4.11001 0.84228 0.73305
Br -4.22806 -0.66457 -1.80281
H 0.28964 4.24100 1.76363
H 2.09327 3.92044 1.48628
H 1.10018 4.59433 0.19334
H 0.12185 2.71257 -0.46800
H 1.71869 2.03482 0.18651
H -1.30800 0.18965 1.48227
H 0.37919 -0.21339 1.81830
H 2.17950 -1.58862 -2.43905
H 0.43925 -0.72361 -3.96420
H -1.91602 1.91618 -0.20626
H -2.61173 1.50356 -1.76641
H -2.76293 -0.79511 0.22824
H -4.84396 0.16362 1.20220
H -3.43623 1.30647 1.49329
H -4.59853 1.66940 0.17063
C -9.35444 -0.27130 -0.72567
C -8.36508 0.21275 -1.74600
O -7.11412 -0.03259 -1.11677
C -7.32022 -1.10447 -0.29118
O -6.44988 -1.75412 0.19231
O -8.64106 -1.33713 -0.09694
F -8.49358 1.53935 -1.95906
H -9.59553 0.49211 0.01658
H -10.27869 -0.62866 -1.17519
H -8.40462 -0.31758 -2.70017
C 7.00865 -3.44408 2.04410
C 5.89384 -4.16862 1.34524
O 6.08417 -5.50913 1.75091
C 6.66783 -5.44825 2.98731
O 6.73082 -6.35908 3.74152
O 7.15879 -4.20466 3.24191
F 6.03296 -4.09833 -0.00314
H 7.94278 -3.46741 1.48034
H 6.75942 -2.40783 2.26517
H 4.89143 -3.83731 1.62845
C -10.16809 6.28420 -3.13089
C -8.81807 5.80952 -2.67220
O -9.04660 4.44458 -2.37782
C -10.06081 4.04583 -3.20333
O -10.33862 2.91516 -3.42410
O -10.70554 5.11342 -3.74474
F -8.43193 6.44183 -1.53684
H -10.80874 6.58613 -2.29985
H -10.10412 7.10593 -3.84189
H -8.03039 5.89476 -3.42439
C 11.84985 -3.80406 0.88288
C 12.50950 -3.62238 2.22109
O 11.92655 -2.42263 2.69907
C 10.68552 -2.35858 2.14270
O 9.81841 -1.64039 2.51843
O 10.56072 -3.22992 1.10404
F 13.84350 -3.43752 2.08999
H 12.36024 -3.25656 0.08813
H 11.76973 -4.85032 0.59364
H 12.31948 -4.42977 2.93177
*
```



(4)
Formula: C23H27BrN4O11P2S5Ti
Source: OMol25
Level of theory: the ωB97M-V functional and the def2-TZVPD basis

Computed properties:
Calculated total energy in Ha: -8036.852975
HOMO level (spin up / spin down) in eV: -0.316 / -0.351

The geometry in ORCA input format:
```
! wB97M-V def2-TZVPD RIJCOSX def2/J DEFGRID3
* xyz -2 1
Ti 0.80022 0.25594 -0.79079
O 3.93339 -0.33141 2.14336
C 4.00668 0.90560 2.69107
C 4.87802 1.15930 3.74895
C 4.93272 2.40911 4.34391
C 4.11669 3.42779 3.87944
C 3.26729 3.17258 2.81396
C 3.18602 1.92464 2.19767
C 2.18093 1.79224 1.06098
O 2.37551 0.72002 0.21836
N 0.81119 1.74627 1.62283
N 0.04339 0.71185 0.99193
C -1.15250 0.60686 1.62227
C -2.00512 -0.50230 1.70290
Br -1.27597 -2.16934 1.11395
C -3.26927 -0.42970 2.24578
C -4.31272 -1.36572 2.54380
C -5.43283 -0.87174 3.26297
C -6.51331 -1.65915 3.59822
C -6.55459 -3.00349 3.23609
C -5.47663 -3.51279 2.52341
C -4.38790 -2.73077 2.18177
H 4.53813 -0.92786 2.59327
H 5.50892 0.35252 4.10918
H 5.61305 2.57993 5.16972
H 4.14536 4.41083 4.33144
H 2.63587 3.96278 2.42242
H 2.27808 2.71049 0.46886
H 0.84764 1.51709 2.61515
H -1.51317 1.51561 2.09294
H -3.52528 0.59362 2.51255
H -5.42740 0.17327 3.55501
H -7.33709 -1.21577 4.14915
H -7.40090 -3.62860 3.49522
H -5.48034 -4.55406 2.21538
H -3.58510 -3.17665 1.61983
C 2.61396 -3.61306 -3.62571
C 2.98026 -2.41176 -2.77455
O 4.42643 -2.27774 -2.76136
P 2.37147 -0.84335 -3.48786
O 1.03671 -1.04465 -4.26022
O 3.39422 -0.56918 -4.67812
O 2.34417 0.21130 -2.44305
P 2.37863 -2.60115 -1.01864
O 3.53899 -1.79619 -0.23942
O 2.37723 -4.02979 -0.65318
O 1.09733 -1.79004 -0.92281
H 3.12957 -3.55252 -4.58727
H 1.53956 -3.63672 -3.81119
H 2.90879 -4.52254 -3.10377
H 4.64613 -1.96495 -1.86920
H 0.26009 -0.84889 -3.64554
H 4.29579 -0.56882 -4.31963
H 3.26979 -0.89809 0.06752
N -1.14854 -2.63484 -2.87130
N -2.13841 -1.73988 -2.43217
C -1.72123 -0.49215 -1.95242
O -2.46254 0.12154 -1.20588
O -0.55081 -0.07535 -2.35229
H -1.57869 -3.30897 -3.48480
H -0.69481 -3.09471 -2.08794
H -2.82721 -2.11409 -1.79465
C -1.81468 4.78623 0.08159
S -2.66112 3.25381 -0.38170
C -2.10926 3.06581 -2.03634
C -0.83369 2.87850 -2.44724
S 0.58295 2.80782 -1.45858
S -0.64604 2.70552 -4.17830
C -2.29621 2.87205 -4.63737
S -2.85204 2.77872 -6.21076
S -3.33060 3.09859 -3.28319
H -2.29000 5.13984 0.99784
H -1.92648 5.54748 -0.69071
H -0.75870 4.59329 0.25726
*
```